{
  "formula": "C47H57GeIN7O3Ti",
  "method": "ωB97M-V with the def2-TZVPD basis set",
  "symbols": ["Ti", "C", "C", "N", "C", "C", "N", "C", "C", "N", "C", "C", "N", "C", "C", "C", "C", "C", "C", "C", "N", "H", "H", "H", "H", "H", "H", "H", "H", "H", "H", "H", "H", "H", "H", "H", "H", "H", "H", "H", "H", "H", "H", "H", "O", "C", "C", "C", "C", "C", "C", "N", "H", "H", "H", "H", "H", "H", "H", "H", "H", "H", "H", "O", "C", "O", "C", "C", "Ge", "C", "C", "C", "C", "C", "C", "C", "C", "C", "C", "C", "C", "C", "C", "C", "C", "C", "C", "H", "H", "H", "H", "H", "H", "H", "H", "H", "H", "H", "H", "H", "H", "H", "H", "H", "H", "H", "I", "C", "C", "C", "C", "C", "N", "H", "H", "H", "H"],
  "coordinates": [[0.414, -1.636, -0.821], [3.765, -4.233, -2.496], [2.457, -3.589, -2.159], [1.995, -3.380, -0.992], [2.736, -3.755, 0.198], [1.741, -4.073, 1.313], [0.493, -3.319, 1.109], [-0.254, -3.021, 2.349], [-0.755, -1.588, 2.289], [-1.214, -1.310, 0.924], [-2.490, -1.969, 0.608], [-2.840, -1.636, -0.818], [-1.677, -1.935, -1.646], [-1.783, -1.842, -2.918], [-3.025, -1.446, -3.639], [-0.546, -2.235, -3.632], [-0.432, -2.451, -4.997], [0.729, -3.032, -5.479], [1.721, -3.418, -4.589], [1.549, -3.140, -3.244], [0.458, -2.511, -2.795], [3.642, -5.313, -2.609], [4.506, -4.057, -1.722], [4.159, -3.846, -3.434], [3.352, -2.896, 0.484], [3.395, -4.605, 0.029], [2.174, -3.781, 2.268], [1.551, -5.147, 1.370], [-0.101, -3.889, 0.514], [0.396, -3.147, 3.214], [-1.079, -3.724, 2.480], [0.049, -0.886, 2.511], [-1.551, -1.422, 3.019], [-1.356, -0.305, 0.846], [-3.284, -1.653, 1.287], [-2.365, -3.049, 0.711], [-3.103, -0.578, -0.911], [-3.709, -2.211, -1.143], [-3.885, -2.009, -3.276], [-2.950, -1.590, -4.712], [-3.203, -0.385, -3.452], [-1.237, -2.196, -5.668], [0.843, -3.223, -6.538], [2.599, -3.940, -4.941], [2.276, -0.846, -1.435], [2.901, -0.126, -2.247], [2.235, 0.449, -3.462], [2.874, 0.036, -4.796], [4.126, 0.824, -5.166], [5.308, 0.604, -4.230], [5.044, 1.027, -2.791], [4.194, 0.095, -2.041], [2.261, 1.540, -3.363], [1.184, 0.167, -3.416], [2.123, 0.178, -5.574], [3.103, -1.036, -4.779], [3.880, 1.891, -5.184], [4.424, 0.563, -6.183], [6.160, 1.182, -4.591], [5.617, -0.446, -4.241], [4.595, 2.023, -2.757], [5.981, 1.082, -2.240], [4.555, -0.280, -1.175], [-1.132, 0.796, -2.883], [-0.926, 0.958, -1.691], [-0.102, 0.191, -1.016], [-1.710, 1.979, -0.881], [-1.146, 2.314, 0.502], [-2.397, 2.513, 2.014], [-1.311, 2.373, 3.628], [-1.876, 2.641, 4.877], [-1.123, 2.542, 6.038], [0.216, 2.178, 5.970], [0.796, 1.918, 4.737], [0.036, 2.016, 3.577], [-3.260, 4.253, 1.961], [-2.602, 5.347, 2.525], [-3.164, 6.615, 2.476], [-4.393, 6.806, 1.860], [-5.060, 5.726, 1.298], [-4.497, 4.459, 1.351], [-3.727, 1.063, 2.045], [-3.836, 0.248, 3.175], [-4.820, -0.729, 3.272], [-5.716, -0.921, 2.229], [-5.624, -0.126, 1.094], [-4.644, 0.857, 1.008], [-2.713, 1.543, -0.817], [-1.831, 2.863, -1.506], [-0.600, 3.257, 0.461], [-0.399, 1.567, 0.776], [-2.916, 2.943, 4.949], [-1.577, 2.757, 6.997], [0.805, 2.108, 6.874], [1.845, 1.652, 4.675], [0.515, 1.824, 2.623], [-1.646, 5.211, 3.020], [-2.646, 7.453, 2.923], [-4.834, 7.793, 1.824], [-6.023, 5.870, 0.827], [-5.047, 3.627, 0.927], [-3.159, 0.395, 4.011], [-4.897, -1.329, 4.171], [-6.493, -1.670, 2.308], [-6.335, -0.250, 0.286], [-4.629, 1.488, 0.127], [2.622, 2.699, -0.061], [3.116, 1.259, 1.382], [4.231, 1.526, 2.172], [4.589, 0.599, 3.133], [3.824, -0.550, 3.268], [2.734, -0.708, 2.433], [2.368, 0.173, 1.493], [4.791, 2.439, 2.034], [5.447, 0.775, 3.769], [4.056, -1.299, 4.012], [2.102, -1.583, 2.526]],
  "forces_ev_per_a": [[-0.0107, -0.3070, 0.7723], [-0.0018, -0.0007, -0.0018], [0.0574, -0.0587, 0.0228], [0.0574, -0.0095, -0.1294], [-0.0289, 0.0314, 0.0255], [0.0378, -0.0190, 0.0044], [0.0810, 0.1160, -0.1812], [-0.0092, 0.0283, 0.0157], [0.0223, 0.0147, 0.0216], [0.1589, 0.0647, -0.1509], [-0.0133, -0.0094, 0.0175], [0.0272, 0.0077, -0.0033], [0.0120, -0.0637, -0.0075], [-0.0748, 0.0132, -0.0101], [-0.0064, -0.0203, 0.0029], [-0.0056, -0.0317, 0.0406], [-0.0033, 0.0057, -0.0276], [-0.0060, -0.0111, -0.0110], [0.0110, -0.0410, -0.0086], [-0.0501, 0.0105, -0.0155], [-0.0180, -0.0437, -0.3787], [-0.0009, 0.0023, -0.0091], [0.0024, 0.0010, 0.0045], [-0.0015, 0.0032, 0.0003], [-0.0259, 0.0338, -0.0040], [0.0287, 0.0037, 0.0181], [0.0051, -0.0342, 0.0149], [-0.0299, -0.0001, -0.0420], [-0.0196, -0.0319, 0.0396], [0.0029, -0.0052, 0.0008], [0.0017, -0.0024, -0.0005], [-0.0089, -0.0052, -0.0186], [-0.0147, 0.0083, -0.0073], [-0.0327, 0.0060, -0.0014], [-0.0034, 0.0029, 0.0329], [0.0055, 0.0027, -0.0093], [0.0058, 0.0008, 0.0001], [-0.0094, 0.0010, -0.0032], [-0.0008, -0.0177, -0.0053], [0.0011, 0.0103, -0.0002], [-0.0002, -0.0164, -0.0009], [-0.0004, -0.0046, 0.0029], [-0.0013, -0.0012, 0.0000], [0.0015, 0.0046, 0.0091], [0.0222, -0.2736, 0.3159], [-0.0759, 0.0246, -0.1169], [-0.0013, 0.0355, 0.0813], [0.0468, -0.0111, -0.0018], [0.0036, -0.0014, 0.0044], [-0.0044, 0.0024, 0.0037], [-0.0169, -0.0150, 0.0008], [-0.0368, 0.0283, -0.0013], [0.0010, 0.0245, -0.0120], [-0.0117, 0.0156, -0.0045], [-0.0065, 0.0138, -0.0021], [-0.0047, 0.0421, -0.0035], [-0.0050, -0.0016, -0.0078], [0.0037, -0.0070, 0.0025], [-0.0060, 0.0027, -0.0004], [0.0029, 0.0020, 0.0008], [0.0056, 0.0003, 0.0035], [-0.0016, -0.0002, 0.0019], [-0.0014, 0.0001, 0.0011], [0.0762, 0.0947, -0.0340], [-0.1002, -0.2232, 0.0168], [-0.1206, 0.5692, -0.2552], [0.0617, 0.0492, 0.0001], [0.0055, 0.0277, -0.0053], [0.0240, 0.0417, -0.0094], [0.0222, -0.0086, -0.0055], [0.0003, 0.0173, 0.0078], [0.0094, -0.0100, -0.0014], [-0.0072, 0.0055, -0.0026], [-0.0160, 0.0014, -0.0026], [-0.0087, -0.0307, -0.0011], [-0.0498, -0.0234, -0.0181], [0.0156, 0.0162, -0.0184], [0.0043, -0.0080, -0.0006], [-0.0068, -0.0113, -0.0065], [0.0091, 0.0049, 0.0045], [-0.0057, -0.0057, 0.0354], [0.0110, -0.0094, -0.0441], [-0.0053, -0.0097, 0.0164], [0.0067, -0.0059, -0.0129], [0.0091, 0.0084, 0.0007], [-0.0002, 0.0009, -0.0037], [-0.0124, -0.0059, 0.0050], [0.0156, 0.0060, -0.0200], [-0.0027, 0.0184, 0.0117], [0.0398, 0.0171, -0.0028], [-0.0144, -0.0114, 0.0099], [0.0038, 0.0046, -0.0056], [0.0045, -0.0003, -0.0002], [-0.0010, 0.0018, -0.0002], [0.0112, -0.0048, 0.0001], [-0.0042, 0.0046, 0.0188], [0.0018, -0.0009, 0.0026], [-0.0020, 0.0006, -0.0007], [0.0019, -0.0007, 0.0009], [0.0014, 0.0005, 0.0009], [0.0030, -0.0108, 0.0028], [0.0045, 0.0045, -0.0111], [-0.0034, -0.0023, -0.0028], [0.0019, 0.0008, 0.0010], [-0.0018, -0.0018, 0.0038], [-0.0007, 0.0119, 0.0035], [-0.1333, -0.0086, 0.0037], [0.0621, -0.0373, -0.0171], [0.0055, 0.0080, -0.0034], [0.0079, 0.0098, 0.0099], [-0.0034, -0.0120, 0.0115], [-0.0385, 0.0140, 0.0102], [0.0501, -0.0034, 0.0234], [-0.0022, 0.0010, 0.0072], [-0.0009, 0.0003, -0.0037], [0.0010, 0.0003, -0.0064], [0.0148, -0.0148, 0.0021]],
  "mulliken_charge": [-0.231, -2.222, 0.600, 0.157, -0.858, -1.185, -0.078, -1.944, 0.391, 2.234, -1.007, -0.994, 0.361, 0.864, -1.706, 0.808, -1.051, -1.186, -0.452, 0.489, 1.298, 0.313, 0.588, 0.541, 0.328, 0.625, 0.472, 0.478, 0.374, 0.551, 0.462, -0.112, 0.223, -1.480, -0.155, 0.782, 0.281, 0.689, 0.385, 0.500, 0.283, 0.400, 0.494, 0.539, 0.730, -1.266, 0.530, -0.540, -1.012, -0.644, -0.808, 0.277, 0.939, -0.985, 0.419, 0.087, 0.367, 0.399, 0.404, 0.285, 0.313, 0.503, 0.454, -0.643, -0.300, 0.987, -0.499, 0.691, 1.901, -0.368, 0.008, -0.891, -0.623, -0.479, -0.228, 0.082, -0.427, -0.676, -0.516, -0.805, -0.295, 0.643, -0.156, -0.601, -0.662, -1.044, -0.465, -0.481, 0.660, 0.873, -1.393, 0.528, 0.424, 0.430, 0.368, 0.083, 0.347, 0.421, 0.392, 0.424, 0.203, 0.271, 0.447, 0.409, 0.487, 0.309, 0.059, -0.148, -0.665, -0.640, -1.144, -0.239, 0.708, 0.542, 0.468, 0.537, 0.382],
  "e_homo_ev": [-12.46, -12.47],
  "lumo_energy_ha": [-0.2117, -0.2229],
  "homo_lumo_gap_ha": [0.2463, 0.2352],
  "total_charge": 2,
  "de_lowest_kj_mol": 150.8,
  "multiplicity": 2
}


{
  "formula": "C8H15N2",
  "method": "ωB97M-V with the def2-TZVPD basis set",
  "symbols": ["C", "C", "C", "C", "C", "C", "C", "C", "N", "N", "H", "H", "H", "H", "H", "H", "H", "H", "H", "H", "H", "H", "H", "H", "H"],
  "coordinates": [[1.026, 0.407, -0.916], [-1.029, 0.201, 1.540], [0.468, 0.146, 1.524], [-1.314, 0.687, 0.173], [-0.230, -0.260, -0.656], [-0.974, 2.194, -0.055], [-0.819, -1.045, -1.798], [1.431, -1.907, 0.302], [0.874, -0.569, 0.239], [1.936, 1.072, -1.430], [-1.397, -0.930, 1.730], [-1.540, 0.756, 2.380], [0.833, 1.224, 1.688], [0.898, -0.437, 2.356], [-2.299, 0.526, -0.285], [-0.823, 2.275, -1.130], [-0.167, 2.440, 0.473], [-1.738, 2.812, 0.332], [-1.175, -0.388, -2.484], [-1.637, -1.714, -1.492], [-0.050, -1.700, -2.228], [1.824, -2.038, 1.285], [0.750, -2.601, -0.071], [2.276, -1.986, -0.399], [2.874, 0.835, -1.080]],
  "forces_ev_per_a": [[0.8104, 0.1187, -0.0494], [-1.8709, -3.0791, 1.8630], [1.4562, 0.8013, 2.6249], [0.7019, 0.0097, -2.2772], [-2.6869, 3.8902, -1.8083], [-2.5514, -2.8433, -1.8755], [1.4135, -3.5039, 2.5769], [2.1654, 0.8137, -0.7922], [-0.4358, 0.6845, 1.5318], [-0.4992, -0.9463, 0.0751], [0.5146, 2.3603, -0.7043], [1.0475, -0.2231, -0.9144], [0.2171, -1.7691, -1.0268], [-0.1865, 0.2690, -0.3597], [0.2264, -0.4035, 0.5232], [-0.0382, 0.7250, 0.0982], [3.6323, 1.1286, 1.6809], [-1.1859, 0.6171, -0.0335], [-0.9005, 2.0066, -2.1036], [0.1586, 0.3262, 0.1399], [-0.2051, 0.2590, -0.2872], [-0.0350, -0.6259, 0.6071], [-1.4022, -1.3208, 0.1357], [-0.0394, 0.2607, 0.2748], [-0.3071, 0.4443, 0.1007]],
  "mulliken_charge": [-0.022, -0.455, -0.733, 0.004, 0.707, -1.470, -1.705, -0.783, 0.440, -0.584, 0.255, 0.380, 0.227, 0.409, 0.473, 0.395, 0.361, 0.463, 0.459, 0.387, 0.443, 0.325, 0.350, 0.375, 0.299],
  "smiles": "[H]/N=C1/[C@]2(C)[C@H](C)CC[N@+]12C",
  "e_homo_ev": -14.57,
  "lumo_energy_ha": -0.1149,
  "homo_lumo_gap_ha": 0.4203,
  "total_charge": 1,
  "de_lowest_kj_mol": 299.4
}


> What is the formula in the first record?

C47H57GeIN7O3Ti